Density functional theory data (ωB97M-V/def2-TZVPD) for a cluster of 11 separate species, C87H167N11O8 in total.

The geometry in XYZ format:
```
273
Properties=species:S:1:pos:R:3:forces:R:3
N -0.8457 5.0096 -1.1663 -0.78 -0.02 0.84
C -1.5969 5.0177 -0.0655 -0.71 -0.53 -0.30
C -2.9457 4.6456 -0.0303 0.83 -0.43 -1.58
C -3.5182 4.1900 -1.2146 0.77 -0.48 -0.85
C -2.7323 4.1841 -2.3766 -0.20 0.26 -0.92
C -1.4248 4.6441 -2.3045 0.50 0.07 -0.40
H -1.1037 5.2326 0.8569 0.36 0.34 0.51
H -3.4767 4.5832 0.8730 -0.52 0.09 1.12
H -4.4714 3.6916 -1.3026 -0.44 0.43 0.47
H -3.1218 3.8728 -3.3796 0.23 0.16 1.18
H -0.7293 4.7111 -3.1645 -0.85 -0.20 0.30
N -1.3134 -1.2817 0.0227 -0.09 1.63 0.55
C -1.9425 -0.1104 -0.2671 1.88 -0.09 -0.85
C -1.2571 1.0707 -0.6585 -0.90 -1.19 -0.06
C 0.1288 0.9580 -0.7563 -0.75 1.53 0.19
C 0.7793 -0.1844 -0.3969 -0.53 -1.16 0.95
C 0.0361 -1.2518 0.0773 -1.35 -0.85 -0.36
H -2.9998 -0.1695 -0.2921 -0.83 0.07 0.11
H -1.8335 1.9737 -0.9755 0.71 -0.78 0.52
H 0.6867 1.8497 -0.9757 0.27 0.16 -0.46
H 1.8275 -0.2981 -0.3823 1.13 0.21 -0.14
H 0.4399 -2.1835 0.4873 0.38 0.39 -0.38
N 0.8141 -4.9177 -2.7715 0.52 1.46 -0.82
C -0.2704 -4.3643 -2.2504 0.11 -0.07 -0.16
C -1.2532 -5.1761 -1.7033 -0.86 0.19 0.55
C -1.1026 -6.5439 -1.7791 0.30 -1.46 0.39
C 0.0439 -7.1049 -2.4066 -1.57 -0.02 1.00
C 0.9804 -6.2259 -2.8648 -1.22 0.37 -0.26
H -0.3665 -3.2624 -2.3639 0.12 -0.83 0.45
H -2.1243 -4.7722 -1.1713 0.44 0.00 -0.45
H -1.8730 -7.2026 -1.2959 0.82 0.65 -0.68
H 0.1672 -8.1746 -2.5316 -0.07 0.09 0.05
H 1.7266 -6.5383 -3.5360 1.43 -0.45 -0.25
C 4.3889 -0.6873 1.8312 -2.61 1.21 0.39
C 5.0745 0.6656 2.0715 0.45 -0.96 -0.32
C 4.5889 1.2863 3.4151 -0.73 2.28 -2.31
C 5.5262 2.4238 3.9109 0.25 -2.30 1.73
C 6.9297 1.8732 4.0634 1.51 -0.77 -0.23
C 7.4348 1.3222 2.7286 1.62 -0.75 -0.38
N 6.4875 0.2904 2.2918 -0.65 0.35 0.00
O 6.9349 -0.3716 1.0936 0.56 -0.38 0.75
C 7.8929 2.4131 1.6889 -0.66 -1.73 -0.15
C 8.7096 0.4656 3.0170 -0.35 0.17 1.50
C 4.9692 1.5855 0.7909 0.22 0.10 2.13
H 4.6219 -1.4274 2.5626 0.34 -0.30 0.94
H 4.5570 -1.1566 0.8963 0.40 0.06 -1.02
H 3.2629 -0.5286 1.8862 1.06 -0.14 -0.02
H 3.6393 1.8571 3.2009 0.59 -0.83 0.01
H 4.3182 0.5821 4.1900 0.48 -0.43 0.10
H 5.0797 2.5582 4.9026 0.35 1.22 -0.14
H 5.6069 3.2687 3.2663 -0.69 0.81 -0.29
H 7.0411 1.0520 4.7794 -0.80 -0.22 -0.03
H 7.7945 2.4700 4.4062 -0.90 0.90 -0.10
H 8.7524 2.9260 2.0578 0.67 0.33 0.38
H 8.1836 1.8452 0.7906 -0.02 0.35 0.16
H 7.1608 3.1391 1.3916 -0.47 0.32 0.06
H 9.2216 0.1857 2.1260 0.36 -0.17 -0.74
H 9.4295 0.9646 3.6850 -0.21 0.20 -0.32
H 8.4190 -0.4545 3.5665 0.01 0.43 -0.38
H 3.9855 1.5396 0.3389 -0.16 0.11 -0.12
H 5.7468 1.2537 0.1132 -0.14 0.02 -0.33
H 5.2140 2.6064 1.1409 -0.43 -0.32 -0.62
H 7.2599 -1.2078 1.4821 -0.18 0.51 -0.57
C -1.3461 -0.9368 -3.8303 -0.36 -1.94 0.36
C -2.5445 -1.2467 -4.7266 -0.28 0.07 -0.72
C -3.8620 -0.7907 -4.1047 0.37 1.97 0.45
C -3.8909 0.7876 -4.1471 -0.77 -0.97 0.56
C -3.6021 1.3385 -5.5314 -1.12 0.57 -0.88
C -2.3570 0.8324 -6.2685 0.28 -0.28 1.02
N -2.4410 -0.6503 -6.1208 0.00 -0.33 -0.27
O -1.2582 -1.1784 -6.7398 0.30 -0.20 0.12
C -2.3496 1.2106 -7.7710 1.25 -0.18 -0.57
C -1.1511 1.5008 -5.5851 0.06 1.64 -1.67
C -2.5970 -2.7655 -4.9134 0.24 -0.19 0.48
H -1.0740 0.0444 -3.6621 0.41 2.10 -0.33
H -0.5048 -1.4910 -4.2332 0.31 0.09 0.19
H -1.5148 -1.2334 -2.7901 -0.22 -0.74 -0.12
H -4.7533 -1.1804 -4.5851 0.06 -0.24 -0.33
H -3.8431 -1.1486 -3.0640 -0.22 0.13 -0.20
H -3.2594 1.1872 -3.3572 0.82 -0.04 -0.16
H -4.8458 1.2341 -3.8147 -0.07 -0.60 -0.34
H -3.6026 2.4210 -5.4137 0.50 0.30 -0.23
H -4.4762 1.1978 -6.2074 0.34 -0.38 0.50
H -1.5674 0.6371 -8.3363 -0.76 0.12 0.72
H -3.3012 1.0244 -8.2425 -0.40 -0.16 -0.10
H -2.0407 2.2531 -8.0189 -0.54 -0.45 0.78
H -1.2392 1.6624 -4.5297 -0.18 0.14 0.42
H -0.1711 1.1317 -5.8142 0.40 -0.94 -0.05
H -1.1167 2.4841 -6.1116 -0.05 -0.19 0.84
H -2.8959 -3.2903 -3.9818 0.04 0.42 -0.45
H -1.6056 -3.1203 -5.1656 0.24 -0.21 -0.05
H -3.2532 -3.0524 -5.7260 -0.38 0.03 -0.07
H -1.5323 -1.8964 -7.3353 -0.26 0.48 0.36
C 4.5368 -3.9388 -2.8243 0.32 0.91 0.17
C 4.4571 -2.3954 -2.9071 -0.54 -0.10 -0.78
C 5.7054 -1.7336 -3.4688 0.58 0.01 -0.37
C 5.4457 -0.2212 -3.7910 0.75 -2.21 -1.27
C 4.4503 -0.2654 -4.9633 0.01 1.92 0.62
C 3.0946 -0.8283 -4.5472 -0.48 0.19 0.47
N 3.2491 -2.1631 -3.8832 1.55 -0.03 0.26
O 2.0726 -2.4747 -3.1729 -0.63 0.28 -0.01
C 2.4152 0.2408 -3.6844 -0.86 -1.86 2.57
C 2.1660 -0.9891 -5.7401 -0.10 0.91 0.14
C 4.1792 -1.8705 -1.5056 -0.99 1.26 -1.59
H 5.2681 -4.3974 -2.1435 -0.04 0.64 0.07
H 4.7025 -4.3745 -3.7949 -0.22 -0.15 -0.47
H 3.5523 -4.1124 -2.4449 -0.64 -1.13 0.10
H 6.4907 -1.8540 -2.6915 -0.23 -0.03 -0.56
H 5.9943 -2.3201 -4.3955 -0.02 0.88 0.88
H 6.3521 0.3098 -4.1245 -0.15 -0.33 0.26
H 5.0795 0.2609 -2.9012 -0.27 0.41 0.08
H 4.8844 -0.7222 -5.8636 -0.09 -0.10 0.36
H 4.2735 0.8203 -5.1742 -0.12 -0.82 -0.47
H 2.9700 0.4164 -2.7580 0.26 0.42 -0.23
H 2.2437 1.1373 -4.2050 -0.06 1.22 -0.72
H 1.4351 -0.1103 -3.2464 0.78 0.15 -0.90
H 1.9983 0.0139 -6.2222 0.43 -1.03 0.09
H 2.5608 -1.7452 -6.3950 0.00 -0.16 -0.63
H 1.1916 -1.2732 -5.3667 -0.22 -0.32 -0.12
H 4.2160 -0.7635 -1.5783 -0.02 -0.61 0.62
H 4.9371 -2.2221 -0.8400 0.19 -0.33 0.66
H 3.1397 -2.1599 -1.3196 0.36 -0.05 0.78
H 1.7183 -3.3433 -3.4659 0.57 0.16 0.05
C 0.4313 -5.1459 1.7614 -1.85 -0.24 0.34
C 1.9098 -5.3210 1.8958 0.68 -1.45 1.06
C 2.8039 -4.1348 1.5314 0.86 -0.95 -0.26
C 4.2922 -4.4201 1.9657 -1.88 0.69 0.87
C 4.2895 -4.6159 3.4915 0.25 3.14 -1.23
C 3.4712 -5.7178 3.9467 -1.18 -0.91 0.68
N 2.1214 -5.5251 3.3641 0.24 -0.19 0.20
O 1.2575 -6.5041 3.8777 -0.40 -0.51 0.17
C 4.2026 -6.9703 3.5663 0.25 -0.67 -1.66
C 3.3302 -5.5852 5.5066 -0.69 -0.76 -1.17
C 2.2223 -6.5640 1.0336 1.93 1.13 -2.29
H -0.1149 -6.1501 1.8951 0.86 1.54 -0.13
H 0.1454 -4.7919 0.7664 0.09 0.20 0.09
H 0.0607 -4.4677 2.5621 0.08 -0.32 -0.65
H 2.7892 -4.0793 0.4408 -0.17 0.54 -0.05
H 2.4521 -3.2161 2.0222 0.01 -0.17 -0.29
H 4.8847 -3.5896 1.6271 0.45 0.41 0.13
H 4.6643 -5.2906 1.5042 0.42 -0.99 -0.87
H 3.7333 -3.7387 3.8599 0.76 0.29 0.27
H 5.2804 -4.6874 3.9254 0.21 0.22 0.05
H 4.5384 -7.0348 2.4891 -0.52 0.25 1.20
H 5.0846 -7.0045 4.1450 1.20 -0.07 0.73
H 3.6997 -7.8796 3.7778 -0.82 -0.92 0.24
H 2.6909 -4.7155 5.7231 0.30 -0.38 0.07
H 2.8823 -6.5098 5.8731 -0.30 0.22 0.17
H 4.2932 -5.5244 5.9873 0.46 0.34 0.01
H 3.3118 -6.7419 0.8122 -0.98 -0.07 0.77
H 1.8717 -6.4058 -0.0099 -0.18 0.40 0.50
H 1.7122 -7.4589 1.2703 -0.34 -1.03 0.91
H 1.3866 -7.3594 3.4226 0.29 0.37 -0.01
C -2.7471 4.7804 4.6374 -0.38 0.06 -0.13
C -1.8958 3.4962 4.7165 -0.08 -0.76 -1.02
C -2.7586 2.3277 4.0957 1.86 1.86 -0.69
C -1.8743 1.1132 3.8658 -0.41 -0.91 0.31
C -0.6491 1.4225 3.0271 0.36 0.75 0.50
C 0.1997 2.5963 3.5821 -0.67 -0.83 0.69
N -0.7074 3.6993 3.8430 -1.18 0.44 0.20
O 0.0041 4.7845 4.4494 0.10 0.90 -1.49
C 0.9267 2.1377 4.8291 0.40 0.29 1.30
C 1.1286 2.9346 2.4835 0.41 -0.66 -1.98
C -1.5726 3.1265 6.1649 -0.79 1.78 0.07
H -2.8581 5.1130 3.5779 0.16 -0.32 0.65
H -2.3675 5.6391 5.2218 -0.06 -0.57 -0.19
H -3.7633 4.5247 4.9987 0.41 0.29 -0.06
H -3.5786 2.2070 4.7668 -0.64 -0.56 0.44
H -3.1568 2.7087 3.1170 0.31 -0.40 0.67
H -2.4928 0.4090 3.3270 -0.07 -0.56 -0.25
H -1.5833 0.5649 4.7966 -0.29 0.68 -0.49
H -0.9180 1.7627 2.0308 -0.32 -0.40 -0.28
H 0.0454 0.5707 2.9714 -0.40 0.06 -0.20
H 1.7620 1.4621 4.6284 0.01 0.20 -0.18
H 1.2769 3.0061 5.4435 -0.06 -0.69 -0.64
H 0.2314 1.5889 5.4689 0.44 -0.10 -0.22
H 1.9078 3.6261 2.5984 0.85 1.40 0.97
H 1.6759 2.0417 2.2006 0.07 -0.54 0.01
H 0.6433 3.2161 1.5423 -0.43 0.11 0.24
H -0.9111 3.8581 6.6267 -0.11 0.27 -0.04
H -1.0990 2.2001 6.3314 -0.09 -1.11 0.01
H -2.5439 3.1792 6.6539 0.08 -0.20 0.52
H -0.1211 5.4530 3.7318 0.47 -0.49 1.15
C -4.9195 -5.7702 -0.0129 -0.63 -0.04 -0.09
C -5.2445 -4.3306 0.4195 0.56 -0.08 1.66
C -6.5255 -4.3411 1.3698 0.79 -0.84 -0.41
C -6.2028 -4.9299 2.7916 -0.76 1.30 0.35
C -5.0796 -4.0699 3.3930 -0.64 0.38 0.80
C -3.8060 -4.0925 2.5905 1.18 0.01 0.05
N -4.1283 -3.6879 1.1896 0.01 0.18 0.81
O -2.9149 -3.7073 0.4252 -0.36 0.30 0.11
C -2.8726 -2.9876 3.1885 -0.12 -1.10 0.07
C -3.0856 -5.4770 2.7214 -0.61 0.75 0.15
C -5.4596 -3.3646 -0.7322 -0.98 0.42 1.06
H -3.9848 -5.8342 -0.5271 0.85 0.31 -0.34
H -5.6610 -6.0407 -0.8081 0.27 -0.42 1.09
H -4.7861 -6.4540 0.8721 -0.89 0.48 -1.18
H -6.8018 -3.2548 1.4844 -0.24 -1.19 -0.05
H -7.3012 -4.9928 0.8491 0.67 1.21 0.57
H -5.9081 -6.0133 2.8728 -0.41 1.03 -0.55
H -7.1021 -4.7788 3.4684 0.82 -0.40 -0.90
H -4.9447 -4.4085 4.4209 0.65 -0.41 0.00
H -5.2974 -2.9948 3.6107 -0.65 -0.59 -0.80
H -1.8368 -3.1245 2.8459 -0.27 0.04 0.20
H -3.1914 -1.9810 2.8966 -0.17 -0.20 0.21
H -2.9406 -3.1617 4.2864 0.36 0.54 -0.60
H -2.6837 -5.7224 3.7143 -0.26 0.46 -0.09
H -3.7692 -6.2593 2.4429 -0.17 -0.44 0.02
H -2.2710 -5.4853 2.0376 0.70 -0.09 -0.62
H -5.5786 -2.3560 -0.2787 -0.27 -0.55 -0.23
H -6.3806 -3.6443 -1.2528 0.36 0.18 -0.45
H -4.5694 -3.2654 -1.3128 0.36 -0.37 -0.90
H -2.5946 -2.7705 0.3663 -0.10 -0.62 0.14
C -8.6123 3.5770 1.5129 0.58 1.62 -1.43
C -7.0272 3.7641 1.3815 -1.97 -0.49 -0.75
C -6.4565 3.3676 2.7578 1.29 -0.39 -2.21
C -6.3534 1.8951 3.1412 -0.67 -0.40 -1.66
C -5.6414 1.1669 1.9458 -1.01 1.40 -0.39
C -6.3034 1.4044 0.5220 0.11 -0.12 0.29
N -6.4473 2.8686 0.3699 0.49 0.00 -0.98
O -6.9750 3.1999 -0.9776 0.25 -0.87 1.76
C -5.3620 0.9440 -0.6199 0.12 1.66 0.54
C -7.5592 0.5092 0.3801 0.43 0.57 -0.41
C -6.5682 5.2132 0.8843 -1.84 -1.72 1.20
H -9.1034 3.4855 0.4956 0.56 -0.30 1.16
H -9.0453 4.5208 1.9059 0.24 -0.56 0.10
H -8.8353 2.7616 2.1933 -0.22 -0.15 -0.19
H -5.4213 3.6847 2.6810 0.43 0.36 0.44
H -6.9365 3.8944 3.5083 -0.94 1.35 1.45
H -7.3168 1.4001 3.4378 0.79 0.53 -0.28
H -5.6907 1.9615 3.9891 0.14 -0.75 0.46
H -5.5935 0.1121 2.0995 0.33 -0.83 0.17
H -4.6576 1.6285 1.9011 0.35 -0.34 -0.13
H -5.7768 1.2248 -1.5974 -0.12 -0.76 0.25
H -4.4710 1.5592 -0.5649 0.43 0.10 0.16
H -5.0569 -0.0747 -0.4916 -0.20 -0.70 -0.27
H -7.1954 -0.5130 0.3411 -0.12 -0.21 -0.14
H -8.1895 0.5970 1.2249 -0.83 0.11 0.93
H -8.1685 0.6998 -0.5191 0.31 -0.07 0.17
H -6.9325 5.4205 -0.1284 -0.08 -0.01 0.47
H -5.5157 5.1303 0.8670 1.19 0.38 -0.01
H -6.9201 5.9274 1.6330 0.16 0.24 -0.30
H -7.6731 2.5324 -1.0419 -0.27 0.30 -0.46
C 1.7817 3.8543 -2.5083 -1.28 0.02 0.67
C 2.8293 4.8517 -2.9953 0.17 0.39 0.07
C 2.0673 6.1642 -3.5179 -0.58 -1.23 1.88
C 1.4169 6.8125 -2.2819 0.99 0.79 1.23
C 2.5857 7.1596 -1.2236 -1.90 0.68 -0.99
C 3.3795 5.9935 -0.6940 0.66 -0.33 -0.78
N 3.8533 5.2383 -1.9293 0.23 1.18 0.39
O 4.5936 4.1213 -1.4137 -1.23 -0.61 0.42
C 4.5812 6.6478 0.0725 -0.20 -0.32 -1.01
C 2.6293 5.1149 0.3048 0.53 0.06 1.56
C 3.6383 4.2016 -4.0989 0.34 1.23 -1.04
H 1.1665 4.2530 -1.6845 0.51 0.00 -0.38
H 1.0276 3.6427 -3.2839 0.52 -0.06 -0.13
H 2.1244 2.8885 -2.1338 0.67 0.09 -0.31
H 2.7005 6.8717 -4.0051 0.93 0.37 -0.18
H 1.2798 5.9458 -4.2556 0.30 -0.56 0.17
H 0.8536 7.7194 -2.5437 0.51 0.15 -0.09
H 0.6365 6.2268 -1.7761 0.73 -0.19 -0.40
H 2.1988 7.7129 -0.3489 -0.20 -0.26 -0.34
H 3.2699 7.8665 -1.7071 0.05 -0.18 -0.07
H 5.3290 7.0508 -0.6424 -0.45 -0.24 0.40
H 5.0429 5.8962 0.7038 0.24 0.05 0.18
H 4.1779 7.4773 0.6805 0.26 -0.44 -0.14
H 2.6550 5.5524 1.3230 0.49 0.16 -0.35
H 3.0766 4.1185 0.4396 -0.10 0.29 -0.38
H 1.5758 5.0300 0.2053 -1.00 -0.25 -0.94
H 4.1536 3.3574 -3.6908 0.24 -0.75 -0.05
H 2.9844 3.9189 -4.9249 -0.09 -0.35 0.12
H 4.3905 4.8846 -4.5715 -0.51 -0.32 0.67
H 5.4036 3.9651 -1.8989 0.11 0.68 -0.57
```
Positions in Å, forces in eV/Å.

E   -4618.8943 Eh
SMILES string   CC1(C)CCCC(C)(C)N1O.CC1(C)CCCC(C)(C)N1O.CC1(C)CCCC(C)(C)N1O.CC1(C)CCCC(C)(C)N1O.CC1(C)CCCC(C)(C)N1O.CC1(C)CCCC(C)(C)N1O.CC1(C)CCCC(C)(C)N1O.CC1(C)CCCC(C)(C)N1O.c1ccncc1.c1ccncc1.c1ccncc1
E_HOMO   -8.030 eV
Gap between HOMO and LUMO   8.54 eV